Entry from the Open Molecules 2025 dataset: a structure of composition C36H50BCl3FeO3PS6SbTe at a distorted geometry (the ωB97M-V functional and the def2-TZVPD basis).

As for the charge: -2. As for the LUMO energy (alpha / beta): 0.143 / 0.143 hartree. The value obtained for the total energy is -7535.54223 Eh. The gap between HOMO and LUMO (alpha / beta) comes out at 4.10 / 5.44 eV. The largest force on an atom comes out at 1.0 eV/Å. As for the multiplicity: 5.

```
103
Properties=species:S:1:pos:R:3:forces:R:3
Fe -0.977 -1.122 -1.259 0.6 0.8 -0.3
Cl 3.329 -7.462 -1.753 0.0 0.0 0.0
C 2.528 -6.040 -1.121 0.1 0.0 0.0
C 1.238 -5.749 -1.523 0.1 -0.1 -0.1
C 0.628 -4.620 -1.018 0.0 0.0 0.0
Cl -1.003 -4.288 -1.507 0.0 0.0 0.0
C 1.256 -3.737 -0.121 0.0 0.1 -0.1
O 0.624 -2.678 0.318 0.1 -0.2 0.4
C 2.549 -4.120 0.284 -0.1 0.2 0.1
Cl 3.340 -3.209 1.527 0.0 0.0 0.0
C 3.188 -5.236 -0.209 0.1 -0.3 -0.2
H 0.714 -6.380 -2.227 0.0 0.0 0.0
H 4.184 -5.480 0.132 0.0 0.0 0.0
C -2.869 2.349 -2.937 0.0 0.1 0.0
C -1.380 2.552 -2.691 0.0 0.0 0.0
P -0.748 1.392 -1.398 -0.1 0.1 0.0
C -1.424 2.153 0.147 0.0 -0.1 0.0
C -1.288 3.658 0.344 0.0 0.0 0.0
C 1.038 1.846 -1.299 0.0 0.0 0.0
C 1.517 3.152 -1.927 0.0 0.0 0.0
H -3.252 3.049 -3.684 0.0 0.0 0.0
H -3.450 2.490 -2.021 0.0 0.0 0.0
H -3.064 1.336 -3.287 0.0 0.0 0.0
H -1.160 3.588 -2.424 0.0 0.0 0.0
H -0.807 2.344 -3.599 -0.1 0.0 0.0
H -0.906 1.615 0.948 0.0 0.0 0.0
H -2.474 1.849 0.208 0.0 0.0 0.0
H -0.243 3.971 0.308 0.0 0.0 0.0
H -1.687 3.960 1.317 0.0 0.0 0.0
H -1.831 4.218 -0.421 0.0 0.0 0.0
H 1.574 1.011 -1.748 0.0 0.0 0.0
H 1.300 1.805 -0.238 0.0 0.1 0.0
H 1.326 3.175 -3.001 0.0 0.0 0.0
H 2.597 3.250 -1.792 0.0 0.0 0.0
H 1.045 4.034 -1.489 0.0 0.0 0.0
Te -3.577 -1.845 -2.198 -0.1 -0.3 0.0
C -5.008 -0.351 -2.576 0.0 0.1 0.1
C -5.589 0.573 -1.750 -0.1 0.0 0.0
C -6.526 1.424 -2.405 0.0 0.0 0.0
C -6.656 1.142 -3.732 0.0 0.0 0.0
S -5.624 -0.158 -4.173 0.0 0.0 0.0
H -5.343 0.650 -0.700 0.0 0.0 0.0
H -7.077 2.212 -1.907 0.0 0.0 0.0
H -7.293 1.630 -4.454 0.0 0.0 0.0
C -5.087 -1.682 2.586 0.0 0.0 0.0
C -4.243 -0.703 1.775 0.1 0.0 0.1
Sb -2.145 -1.193 1.415 -0.2 -0.1 0.1
C -2.245 -3.291 1.951 0.0 0.0 0.0
C -2.043 -3.657 3.417 0.0 0.0 0.0
C -1.336 -0.416 3.287 0.0 0.0 0.0
C -2.321 -0.069 4.398 0.0 0.0 0.0
H -6.111 -1.317 2.721 0.0 0.0 0.0
H -4.670 -1.860 3.580 0.0 0.0 0.0
H -5.157 -2.648 2.083 0.0 0.0 0.0
H -4.255 0.292 2.230 0.0 0.0 0.0
H -4.651 -0.601 0.770 0.0 -0.1 0.0
H -1.485 -3.761 1.328 0.0 0.0 0.0
H -3.210 -3.646 1.585 0.0 0.0 0.0
H -1.058 -3.349 3.772 0.0 0.0 0.0
H -2.115 -4.739 3.569 0.0 0.0 0.0
H -2.786 -3.187 4.065 0.0 0.0 0.0
H -0.747 0.454 2.992 0.0 0.0 0.0
H -0.606 -1.155 3.619 0.0 0.0 0.0
H -3.066 0.660 4.072 0.0 0.0 0.0
H -1.808 0.364 5.265 0.0 0.0 0.0
H -2.865 -0.948 4.750 0.0 0.0 0.0
C 4.878 3.551 2.866 0.0 0.0 0.0
C 4.814 2.103 3.373 0.0 0.0 0.0
C 4.024 2.088 4.685 0.0 0.0 0.0
C 6.238 1.621 3.683 0.0 0.0 0.0
C 4.166 1.222 2.300 0.0 0.0 0.0
C 4.871 0.907 1.145 0.0 0.0 0.0
C 4.307 0.147 0.107 0.1 0.0 0.0
C 3.012 -0.288 0.250 -0.1 -0.1 0.1
O 2.268 -1.013 -0.602 0.0 0.1 0.0
B 0.903 -1.142 -0.018 -0.3 -0.3 0.0
O 1.034 -0.459 1.321 0.0 0.1 -0.1
C 2.282 0.029 1.404 0.1 0.0 -0.1
C 2.839 0.768 2.425 0.0 0.0 0.0
H 5.352 4.205 3.607 0.0 0.0 0.0
H 3.874 3.929 2.662 0.0 0.0 0.0
H 5.449 3.608 1.937 0.0 0.0 0.0
H 4.556 2.671 5.441 0.0 0.0 0.0
H 3.899 1.069 5.060 0.0 0.0 0.0
H 3.033 2.528 4.564 0.0 0.0 0.0
H 6.654 2.188 4.522 0.0 0.0 0.0
H 6.905 1.755 2.830 0.0 0.0 0.0
H 6.237 0.561 3.945 0.0 0.0 0.0
H 5.887 1.264 1.020 0.0 0.0 0.0
H 4.872 -0.089 -0.787 0.0 0.0 0.0
H 2.238 0.979 3.301 0.0 0.0 0.0
C -1.387 -1.112 -6.256 0.0 0.0 0.0
S -1.229 0.468 -5.393 0.0 0.0 0.0
C 0.472 0.471 -4.975 0.1 -0.1 0.1
C 1.083 -0.411 -4.132 0.0 0.2 -0.1
S 0.410 -1.772 -3.337 0.0 -0.2 0.1
S 2.816 -0.108 -3.950 0.0 0.0 -0.1
C 2.977 1.254 -4.991 0.0 0.1 0.1
S 4.403 2.076 -5.252 -0.1 -0.1 0.0
S 1.480 1.701 -5.702 0.0 0.0 0.0
H -2.457 -1.309 -6.337 0.0 0.0 0.0
H -0.936 -1.892 -5.643 0.0 0.0 0.0
H -0.936 -1.072 -7.247 0.0 0.0 0.0
```
Positions in Å, forces in eV/Å.

***

Entry from the Open Molecules 2025 dataset: a structure of composition C36H50F36N11O27S12 at a distorted geometry (the ωB97M-V functional and the def2-TZVPD basis).

As for the charge: -2. As for the LUMO energy: 0.031 hartree. The value obtained for the total energy is -12408.46411 Eh. The gap between HOMO and LUMO comes out at 4.74 eV. The largest force on an atom comes out at 8.8 eV/Å. As for the multiplicity: 2.

```
172
Properties=species:S:1:pos:R:3:forces:R:3
C -14.578 2.326 3.507 -0.5 0.3 1.7
C -15.446 1.723 4.702 1.1 0.1 0.0
C -14.716 0.619 5.504 0.7 0.6 -0.1
O -13.666 1.236 6.264 0.8 -1.7 1.2
C -12.968 0.356 7.290 -1.3 0.6 -0.6
N -15.746 2.911 5.672 0.7 -0.7 -0.9
H -16.160 3.707 5.209 -1.3 0.5 -1.0
H -16.272 2.727 6.515 -0.2 -0.5 0.1
H -14.881 3.350 5.950 1.0 -0.5 0.4
H -14.919 3.346 3.329 -0.2 0.0 -0.2
H -14.613 1.813 2.546 -0.2 -0.3 0.4
H -13.561 2.437 3.882 0.2 -0.2 -0.2
H -16.339 1.224 4.326 -0.4 0.8 0.1
H -14.393 -0.062 4.717 0.7 -0.1 -0.1
H -15.338 -0.020 6.130 -0.5 0.4 0.4
H -12.459 -0.531 6.912 0.2 0.4 -0.8
H -13.669 -0.074 8.005 -0.7 0.3 -0.1
H -12.294 0.959 7.899 0.0 0.3 -0.7
C -15.360 11.800 4.190 -1.1 -0.2 -0.8
C -16.597 12.052 3.226 3.1 -0.4 2.1
C -16.306 11.557 1.803 -0.7 -1.0 0.3
O -15.956 10.175 1.783 -0.7 1.2 1.3
C -15.570 9.698 0.518 0.1 -0.3 -0.9
N -17.849 11.354 3.893 0.3 0.6 -2.0
H -18.510 11.482 3.140 -0.9 -0.2 -0.1
H -17.818 10.358 4.059 0.8 -0.8 -0.1
H -18.244 11.764 4.727 0.4 0.6 0.3
H -15.307 12.511 5.015 -0.3 -0.3 0.1
H -14.397 11.835 3.681 -0.3 0.1 -0.3
H -15.490 10.763 4.497 0.4 0.1 0.5
H -16.859 13.110 3.212 -0.2 -0.1 -0.2
H -15.531 12.099 1.262 0.2 0.6 0.6
H -17.244 11.855 1.335 -0.4 -0.8 -1.2
H -15.134 8.701 0.578 -0.4 -0.1 0.5
H -14.771 10.280 0.060 -0.1 0.5 0.0
H -16.453 9.669 -0.121 0.1 -0.1 -0.3
C -10.540 6.149 -0.673 0.7 -0.5 0.7
C -11.693 5.210 -0.281 -0.9 0.7 0.6
C -12.288 5.405 1.211 -0.1 1.2 -0.2
O -12.785 6.755 1.333 0.6 0.2 -0.1
C -13.370 7.289 2.540 -0.9 0.9 -1.0
N -12.894 5.528 -1.242 2.1 0.3 1.2
H -13.537 4.764 -1.390 -0.9 -0.3 0.6
H -13.164 6.382 -0.776 -1.5 0.3 0.2
H -12.611 5.845 -2.158 0.8 0.2 -0.8
H -10.655 7.218 -0.490 -0.5 -0.1 -0.1
H -10.150 5.992 -1.678 -0.6 0.0 -0.3
H -9.661 5.880 -0.087 -0.1 -0.1 0.4
H -11.427 4.164 -0.432 0.0 0.2 0.1
H -11.529 5.232 1.975 0.4 -0.1 -0.2
H -13.164 4.811 1.473 0.1 -0.9 -0.6
H -14.409 6.992 2.684 -0.1 -1.0 0.0
H -13.551 8.328 2.262 0.4 0.3 0.0
H -12.870 7.348 3.506 0.8 -0.8 -0.4
C -19.189 11.514 -11.219 -0.9 -1.1 0.4
N -18.602 10.583 -10.261 -0.3 1.2 -1.3
C -19.379 9.979 -9.324 -0.3 0.4 0.9
C -18.831 9.193 -8.368 -1.6 0.4 0.1
C -17.477 8.893 -8.398 1.5 -1.4 2.0
C -16.732 9.378 -9.465 0.5 2.2 -1.8
C -17.267 10.324 -10.349 0.9 -2.1 1.0
C -16.795 8.060 -7.338 0.5 -0.9 -1.2
C -16.882 8.205 -5.946 -0.5 0.2 -0.9
C -16.300 7.299 -5.072 -2.1 2.1 0.2
N -15.680 6.221 -5.484 -0.1 0.2 -2.9
C -15.448 6.040 -6.801 -1.8 2.2 -2.3
C -16.006 6.985 -7.772 1.4 -1.5 2.2
C -15.245 5.266 -4.541 1.9 -1.1 0.4
H -19.016 12.557 -10.952 0.2 0.0 -0.3
H -20.259 11.308 -11.194 -0.1 0.4 0.1
H -18.935 11.209 -12.234 0.6 0.5 0.0
H -20.390 10.358 -9.307 -0.2 -0.4 0.1
H -19.505 8.819 -7.612 0.1 -0.2 0.2
H -15.670 9.189 -9.520 0.1 -0.1 -0.1
H -16.791 10.798 -11.195 0.4 -0.2 0.2
H -17.487 9.077 -5.745 0.1 -0.1 1.4
H -16.490 7.343 -4.009 0.3 0.2 0.1
H -15.001 5.113 -7.128 0.4 0.2 0.2
H -15.796 6.881 -8.826 0.0 -0.5 0.0
H -14.509 4.666 -5.076 -0.2 -0.4 0.3
H -16.055 4.648 -4.151 0.1 0.3 0.3
H -14.630 5.855 -3.861 -0.3 -0.5 0.7
C -8.307 10.201 1.632 1.0 -0.3 -1.4
F -9.522 9.931 1.161 -0.2 0.4 0.6
F -8.277 11.187 2.506 -0.9 0.7 0.3
F -7.832 9.141 2.230 0.1 -1.1 0.4
S -7.122 10.608 0.233 0.9 1.5 0.4
O -6.155 11.493 0.903 -1.6 -0.6 -1.2
O -6.574 9.351 -0.258 -1.1 1.3 0.7
N -8.242 11.480 -0.827 2.3 -0.8 3.6
S -8.314 10.482 -1.996 1.7 -0.7 -3.6
O -6.997 10.419 -2.675 -2.5 -0.1 0.1
O -9.045 9.267 -1.750 0.0 0.0 -0.2
C -9.460 11.466 -3.130 2.0 -0.6 0.1
F -9.074 12.788 -3.139 -1.1 -1.1 -0.1
F -9.331 10.994 -4.390 -0.4 0.7 0.8
F -10.699 11.292 -2.685 -0.2 1.0 -0.5
C -13.086 1.331 -1.682 -1.1 0.3 -0.2
F -13.461 1.147 -0.390 0.3 -0.7 -1.0
F -12.220 2.342 -1.637 0.3 -0.5 -0.6
F -12.527 0.207 -2.231 -0.8 1.7 1.1
S -14.706 1.892 -2.668 4.4 0.6 0.2
O -14.285 2.099 -4.035 -0.4 0.8 1.0
O -15.598 0.825 -2.430 -1.3 -0.4 0.5
N -14.876 3.389 -1.723 3.0 -2.2 -3.1
S -16.313 3.308 -1.283 -3.7 -0.2 4.8
O -17.243 3.217 -2.370 -0.6 0.5 -0.4
O -16.532 2.405 -0.149 0.1 1.0 -1.1
C -16.559 5.052 -0.434 -1.0 -1.4 -1.0
F -16.819 5.894 -1.437 1.2 1.2 -0.7
F -17.702 5.062 0.233 0.1 -0.6 0.9
F -15.563 5.466 0.362 -0.3 0.0 -0.7
C -7.442 3.684 -0.888 0.3 1.0 0.0
F -8.010 3.021 0.141 0.0 0.1 -0.8
F -8.315 3.850 -1.901 0.2 -0.7 1.0
F -7.165 4.928 -0.449 0.2 -0.7 0.0
S -5.822 2.830 -1.457 0.7 -0.9 0.0
O -5.071 3.917 -2.095 -0.9 -1.9 1.4
O -5.274 2.162 -0.259 -1.2 1.1 -2.0
N -6.405 1.613 -2.539 0.8 2.5 1.2
S -6.362 2.307 -3.985 1.3 0.5 -1.3
O -6.797 3.678 -4.060 -0.8 -0.5 -0.3
O -5.123 2.078 -4.708 -1.0 -0.9 0.2
C -7.739 1.373 -4.907 -0.1 -1.4 0.8
F -7.633 1.502 -6.216 0.3 0.5 -0.4
F -7.804 0.005 -4.698 0.4 1.2 0.3
F -8.915 1.872 -4.526 0.0 -0.1 0.1
C -11.398 4.925 8.542 2.1 1.3 -1.2
F -10.167 4.418 8.743 -0.5 0.1 0.6
F -12.053 4.002 7.845 -1.1 -0.2 1.0
F -11.911 5.325 9.732 -0.1 -1.3 -1.5
S -11.215 6.461 7.435 0.8 1.6 0.4
O -12.468 6.734 6.783 -0.5 -1.2 -0.1
O -10.865 7.488 8.402 0.5 -1.3 -0.3
N -10.028 6.026 6.261 -2.7 -0.7 4.6
S -9.928 7.309 5.432 3.1 2.4 -4.6
O -10.191 6.957 4.040 0.3 0.5 1.1
O -10.397 8.593 5.890 -0.4 -0.7 0.3
C -7.970 7.681 5.517 0.7 1.7 -1.4
F -7.641 8.879 4.839 -1.3 -1.2 1.7
F -7.514 7.815 6.803 -0.6 -0.4 -1.4
F -7.200 6.824 4.834 -0.6 -0.8 1.0
C -19.613 3.352 4.847 -0.8 1.9 0.2
F -20.888 2.987 4.561 1.5 0.8 0.3
F -19.624 4.188 5.976 -0.1 -2.3 -1.5
F -18.909 2.243 4.986 0.1 0.0 1.0
S -18.717 4.365 3.508 -0.5 -1.2 -3.6
O -18.248 3.395 2.497 -0.3 1.4 2.9
O -19.645 5.365 2.957 1.7 -1.6 1.7
N -17.387 4.925 4.482 -1.5 -5.2 -1.7
S -17.502 6.398 4.411 -0.1 8.6 1.8
O -17.040 7.101 3.228 0.2 -0.9 0.4
O -18.764 6.892 4.939 0.4 0.1 0.2
C -16.251 7.062 5.796 0.6 -1.5 -2.0
F -16.624 6.732 7.018 -0.3 0.3 0.3
F -15.061 6.486 5.559 0.0 -0.2 0.1
F -16.037 8.379 5.685 -0.8 -0.1 0.2
C -10.760 4.506 -4.537 0.5 -0.7 -1.4
F -11.559 3.964 -3.660 -1.3 -0.2 1.0
F -9.589 4.662 -3.983 0.0 0.6 -0.5
F -10.660 3.586 -5.567 -0.2 1.9 0.9
S -11.511 6.177 -5.209 0.7 0.1 -1.7
O -10.375 6.938 -5.736 -1.9 -1.4 1.4
O -12.496 5.771 -6.220 0.5 0.0 1.7
N -12.341 6.888 -3.796 1.0 -5.0 -1.6
S -12.285 8.361 -4.114 0.7 5.9 -1.0
O -10.966 8.928 -3.931 -1.9 -0.2 0.0
O -12.999 8.723 -5.378 0.5 -0.5 2.6
C -13.421 9.055 -2.598 3.8 1.8 -1.0
F -13.518 10.410 -2.700 0.7 -0.5 0.2
F -14.608 8.647 -2.774 -3.3 -1.9 0.3
F -12.962 8.779 -1.340 -0.6 -0.2 -1.2
```
Positions in Å, forces in eV/Å.